Entry 1:
ORCA calculation (ωB97M-V with the def2-TZVPD basis set) on C57H77FIrN5O5 as an isolated structure in a non-equilibrium geometry.

Structure (XYZ):
```
146
Properties=species:S:1:pos:R:3:mulliken_spin:R:1
Ir -1.38760 -1.05217 1.86879 0.57
C -3.26504 -3.30240 3.01614 0.01
N -2.29430 -2.27289 3.48376 0.05
C -1.27434 -2.98722 4.29407 0.00
C -3.05185 -1.38207 4.43649 -0.02
C -3.42289 -0.06715 3.81000 0.04
N -2.24943 0.55293 3.18612 0.06
C -1.20055 0.90784 4.16104 0.03
C 0.15604 1.18621 3.56323 -0.01
C 0.67730 2.46310 3.58392 0.00
C 1.99847 2.71028 3.22335 0.01
C 2.80206 1.60134 2.99444 0.00
C 2.33752 0.28495 2.98933 0.01
C 0.94385 0.09353 3.12832 -0.01
O 0.36195 -1.09717 2.91876 0.06
C 3.33193 -0.88409 2.93399 0.00
C 3.28170 -1.63352 1.59932 0.01
C 4.77173 -0.39861 3.13364 0.00
C 3.02547 -1.86850 4.07623 0.00
C 2.51525 4.14529 3.15853 0.00
C 3.96653 4.21937 2.68213 0.00
C 2.43033 4.78782 4.55090 0.00
C 1.65208 4.94881 2.17447 0.00
C -2.67814 1.75606 2.46057 0.00
C -3.58928 1.49329 1.28370 0.02
C -4.24711 2.64162 0.84721 0.00
C -5.00279 2.67733 -0.30931 0.01
C -5.05846 1.49516 -1.03254 0.00
C -4.42884 0.31654 -0.62912 0.00
C -3.69967 0.29857 0.57195 0.01
O -3.18520 -0.90864 1.00863 0.04
C -4.49521 -0.91151 -1.54669 0.00
C -3.05719 -1.27673 -1.95780 0.02
C -5.25230 -0.65551 -2.85900 0.00
C -5.25683 -2.04977 -0.84725 0.00
C -5.66943 3.97315 -0.75597 0.00
C -4.58693 5.03198 -1.00760 0.00
C -6.62091 4.47534 0.33765 0.00
C -6.47631 3.78714 -2.04323 0.00
H -3.73646 -3.74257 3.89810 0.00
H -2.76049 -4.08094 2.46169 0.00
H -4.01199 -2.82333 2.38576 -0.01
H -1.78425 -3.49863 5.11498 0.00
H -0.53816 -2.28608 4.67483 0.00
H -0.77458 -3.72271 3.67117 0.00
H -2.44839 -1.25491 5.33316 0.00
H -3.96130 -1.89826 4.74327 0.00
H -3.86113 0.60438 4.55774 0.00
H -4.15192 -0.23028 3.02067 0.00
H -1.07662 0.07256 4.85201 0.00
H -1.53820 1.77355 4.74235 0.00
H 0.03177 3.27717 3.89751 0.00
H 3.85406 1.76510 2.81819 0.00
H 3.52119 -0.95939 0.77161 0.00
H 2.29632 -2.05459 1.42569 -0.01
H 4.01703 -2.44442 1.60238 0.00
H 5.12481 0.19275 2.28562 0.00
H 5.42834 -1.26592 3.22398 0.00
H 4.87756 0.19886 4.04064 0.00
H 2.05174 -2.33340 3.94073 0.00
H 3.03139 -1.34941 5.03758 0.00
H 3.78568 -2.65242 4.11150 0.00
H 4.64567 3.71169 3.36965 0.00
H 4.27758 5.26396 2.62380 0.00
H 4.08159 3.77727 1.69006 0.00
H 3.04431 4.23886 5.26699 0.00
H 1.40569 4.79663 4.92372 0.00
H 2.78346 5.82133 4.51404 0.00
H 1.68814 4.50513 1.17744 0.00
H 2.01081 5.97891 2.10956 0.00
H 0.60757 4.97677 2.48620 0.00
H -1.78299 2.26805 2.10917 0.00
H -3.18384 2.40911 3.18494 0.00
H -4.12294 3.54112 1.44229 0.00
H -5.61476 1.47856 -1.95452 0.00
H -2.65403 -0.46902 -2.57470 0.00
H -3.04098 -2.19618 -2.54982 0.00
H -2.40030 -1.40305 -1.09921 0.00
H -4.78221 0.12879 -3.45519 0.00
H -6.29435 -0.38242 -2.68367 0.00
H -5.24691 -1.57262 -3.45132 0.00
H -4.89463 -2.22765 0.16023 0.00
H -5.19527 -2.97587 -1.42569 0.00
H -6.31175 -1.77468 -0.77142 0.00
H -4.05989 5.28338 -0.08581 0.00
H -5.02811 5.94865 -1.40432 0.00
H -3.84871 4.66146 -1.72134 0.00
H -6.09886 4.61568 1.28529 0.00
H -7.43060 3.76131 0.50148 0.00
H -7.06073 5.43288 0.05172 0.00
H -5.83592 3.49563 -2.87818 0.00
H -6.96351 4.72637 -2.30991 0.00
H -7.25341 3.03007 -1.92198 0.00
F 3.79277 -4.22733 -2.63759 0.00
C 3.31525 -2.96789 -2.77882 0.00
C 2.38744 -2.52352 -1.87343 0.00
C 1.90104 -1.22149 -1.95980 0.01
C 0.92911 -0.75164 -0.96287 0.02
O 0.59775 -1.45932 -0.02622 0.13
C 0.42035 0.56683 -1.17408 -0.01
C 0.88972 1.31977 -2.19694 0.00
N 1.84654 0.90978 -3.07415 0.00
C 2.29280 1.79524 -4.11766 0.00
C 2.52357 3.23857 -3.79466 0.00
C 3.69526 2.33975 -4.05829 0.00
C 2.35191 -0.38072 -2.98590 0.00
C 3.27877 -0.86552 -3.91122 0.00
C 3.78314 -2.15879 -3.81515 0.00
N 4.72289 -2.57871 -4.80033 0.00
C 4.97626 -3.99838 -5.01330 0.00
C 5.86698 -4.13681 -6.25829 0.00
N 5.66940 -2.91215 -7.09825 0.00
C 6.27655 -1.70874 -6.42638 0.00
C 5.95083 -1.80772 -4.92833 0.00
C -0.56895 1.20242 -0.24384 0.02
O -0.95023 2.33439 -0.48716 0.00
O -0.90797 0.60361 0.86419 -0.05
H 2.03313 -3.16736 -1.07701 0.00
H 0.49569 2.31764 -2.33318 0.00
H 1.88228 1.56061 -5.09435 0.00
H 2.36872 3.55861 -2.77409 0.00
H 2.24264 3.96267 -4.54478 0.00
H 4.29120 2.05114 -3.20274 0.00
H 4.23758 2.45394 -4.98733 0.00
H 3.59496 -0.23721 -4.73168 0.00
H 4.02368 -4.50319 -5.17187 0.00
H 5.48076 -4.49003 -4.17754 0.00
H 5.61896 -5.01859 -6.84369 0.00
H 6.92605 -4.17036 -6.00886 0.00
H 4.66313 -2.74590 -7.17097 0.00
H 6.04646 -3.03408 -8.03662 0.00
H 5.82904 -0.82894 -6.88454 0.00
H 7.34604 -1.71776 -6.62826 0.00
H 5.81738 -0.81145 -4.51743 0.00
H 6.77996 -2.27451 -4.38068 0.00
C -0.79470 -5.52845 0.02054 0.01
C -1.86551 -4.76058 -0.40485 -0.01
C -2.04334 -3.46846 0.07578 -0.03
C -1.16284 -2.90912 0.99134 0.04
C -0.06469 -3.68553 1.38604 -0.01
C 0.11102 -4.97962 0.92125 0.00
H -0.66379 -6.53946 -0.34446 0.00
H -2.58160 -5.16697 -1.10969 0.00
H -2.89984 -2.89772 -0.24131 0.01
H 0.66714 -3.25762 2.05971 0.02
H 0.96116 -5.56029 1.26097 0.00
```

The total charge is +1. The value obtained for the HOMO energy (spin up / spin down) is -8.749 / -8.804 eV. Its spin multiplicity is 2. The frontier orbital gap (spin up / spin down) is 5.61 / 5.66 eV. Its electronic energy is -3072.1321 hartree. For the energy relative to the best compared isomer or geometry (same formula, charge and spin), the calculation gives 0.0 kcal/mol.

***

Entry 2:
ORCA calculation (ωB97M-V with the def2-TZVPD basis set) on a 2-piece molecular cluster, C2H6NO3 overall.

Structure (XYZ):
```
12
Properties=species:S:1:pos:R:3:mulliken_charge:R:1
O -1.38263 0.62014 0.79990 -0.73
C -0.17742 0.56962 0.50245 -0.06
N 0.30741 0.03525 -0.61838 -0.12
C 1.79080 0.35487 -1.02624 -0.25
O 2.48488 0.89594 -0.07251 -0.80
H 0.61147 0.97832 1.14197 0.36
H -0.35553 0.00232 -1.38202 0.24
H 2.11978 -0.64339 -1.42695 0.20
H 1.65389 0.99302 -1.94651 0.14
H -2.40857 -0.95798 0.66509 0.43
H -1.71503 -2.29877 0.57816 0.29
O -2.59429 -1.91243 0.56331 -0.69
```

The total charge is -1. The value obtained for the HOMO energy is -3.407 eV. Its spin multiplicity is 1. The frontier orbital gap is 7.58 eV. Its electronic energy is -360.3141 hartree. For the energy relative to the best compared isomer or geometry (same formula, charge and spin), the calculation gives 35.8 kcal/mol.

***

Entry 3:
ORCA calculation (ωB97M-V with the def2-TZVPD basis set) on a 3-piece molecular cluster, C2H12N2O2 overall in a non-equilibrium geometry.

Structure (XYZ):
```
18
Properties=species:S:1:pos:R:3:mulliken_charge:R:1
N 0.48612 2.21900 -2.79456 -0.64
C 1.04682 1.55321 -1.60674 -0.54
C 0.25995 1.90698 -0.34947 -0.43
N -0.99563 1.16071 -0.31041 -0.64
H 1.25947 2.28884 -3.45441 0.24
H -0.21944 1.62522 -3.22849 0.23
H 2.07620 1.86015 -1.39840 0.38
H 1.12543 0.46321 -1.69111 0.29
H 0.92004 1.63742 0.49081 0.27
H 0.26253 2.98753 -0.21293 0.40
H -1.58887 1.49408 0.44037 0.22
H -0.79647 0.18719 -0.12668 0.22
O -2.63697 -4.18705 -1.40582 -0.64
H -3.37708 -3.54657 -1.29861 0.32
H -2.91776 -4.84299 -0.77116 0.32
O 1.64013 -2.09108 5.58857 -0.64
H 2.24641 -2.82004 5.72842 0.32
H 1.20912 -1.89582 6.40062 0.32
```

Its structure (SMILES) is NCCN.O.O. The value obtained for the HOMO energy is -8.962 eV. Its spin multiplicity is 1. The frontier orbital gap is 9.86 eV. Its electronic energy is -343.3560 hartree. For the energy relative to the best compared isomer or geometry (same formula, charge and spin), the calculation gives 23.3 kcal/mol.

***

Question: Among the records above, which one has the highest electronic energy?
Answer: C2H12N2O2